[1]
{"formula": "C3H8O2", "method": "the ωB97M-V functional and the def2-TZVPD basis", "smiles": "C=C(C)O.O", "e_tot_ev": -7334.8964, "e_homo_ev": -9.13, "spin_multiplicity": 1, "e_above_lowest_kj_mol": 111.4, "homo_lumo_gap_ev": 9.70, "species": ["C", "C", "C", "O", "H", "H", "H", "H", "H", "H", "O", "H", "H"], "positions_angstrom": [[-1.159, -0.558, -1.159], [0.086, -0.215, -0.845], [1.139, -1.178, -0.370], [0.413, 1.140, -0.703], [-1.419, -1.601, -1.242], [-1.906, 0.180, -1.395], [2.107, -0.756, -0.608], [1.047, -1.449, 0.678], [1.019, -2.113, -0.928], [0.354, 1.285, 0.258], [-0.203, 1.598, 2.105], [-0.460, 2.468, 1.778], [-1.017, 1.199, 2.430]], "mulliken_charge": [-0.806, 0.563, -1.057, -0.525, 0.260, 0.291, 0.301, 0.267, 0.360, 0.371, -0.695, 0.340, 0.330]}

[2]
{"formula": "C23H32FeN8O7P2SSe", "method": "the ωB97M-V functional and the def2-TZVPD basis", "e_tot_ev": -179766.0705, "e_homo_ev": [-10.21, -10.20], "spin_multiplicity": 6, "s2": 8.764, "e_above_lowest_kj_mol": 574.7, "homo_lumo_gap_ev": [7.18, 5.10], "charge": 1, "species": ["Fe", "C", "C", "N", "C", "S", "N", "N", "C", "C", "C", "C", "C", "C", "C", "N", "H", "H", "H", "H", "H", "H", "H", "H", "H", "H", "H", "H", "H", "C", "C", "O", "P", "O", "O", "O", "P", "O", "O", "O", "H", "H", "H", "H", "H", "H", "H", "C", "N", "C", "C", "N", "C", "C", "Se", "H", "H", "H", "H", "H", "H", "H", "H", "N", "C", "C", "C", "C", "N", "C", "C", "H", "H", "H", "H"], "positions_angstrom": [[0.328, -1.334, -0.352], [4.880, -1.314, -4.445], [4.705, -0.527, -3.150], [3.458, 0.204, -3.126], [2.286, -0.296, -2.722], [2.219, -1.863, -1.946], [1.194, 0.389, -2.940], [0.077, -0.074, -2.405], [-1.063, 0.006, -3.002], [-1.219, 0.554, -4.386], [-2.208, -0.554, -2.299], [-3.495, -0.533, -2.846], [-4.539, -1.110, -2.148], [-4.275, -1.718, -0.930], [-2.971, -1.699, -0.457], [-1.969, -1.123, -1.104], [5.814, -1.865, -4.418], [4.060, -2.018, -4.559], [4.895, -0.645, -5.301], [4.709, -1.215, -2.301], [5.514, 0.197, -3.030], [3.409, 1.046, -3.683], [-0.262, 0.934, -4.731], [-1.560, -0.229, -5.061], [-1.947, 1.362, -4.397], [-3.672, -0.070, -3.802], [-5.541, -1.092, -2.549], [-5.055, -2.197, -0.360], [-2.716, -2.174, 0.480], [-1.171, -4.614, 2.658], [0.065, -3.739, 2.717], [1.015, -4.201, 3.641], [-0.245, -2.015, 3.395], [-1.526, -0.255, 2.088], [1.220, -1.405, 3.326], [-0.842, -1.499, 1.858], [0.855, -3.641, 1.050], [1.572, -5.079, 1.036], [1.877, -2.518, 1.011], [-0.110, -3.524, -0.107], [-1.545, -4.809, 3.662], [-0.919, -5.561, 2.179], [-1.944, -4.130, 2.068], [1.349, -5.062, 3.360], [-1.958, -0.068, 1.233], [1.731, -1.765, 2.565], [1.846, -5.321, 0.151], [-0.477, 4.783, 0.391], [-1.696, 4.462, 1.076], [-2.314, 5.251, 2.007], [-3.425, 4.596, 2.422], [-3.480, 3.411, 1.743], [-4.491, 2.404, 1.904], [-2.417, 3.334, 0.919], [-2.063, 1.972, -0.263], [-0.461, 5.846, 0.156], [-0.419, 4.204, -0.530], [0.386, 4.538, 1.013], [-1.926, 6.207, 2.291], [-4.173, 4.878, 3.132], [-5.437, 2.878, 2.157], [-4.210, 1.707, 2.696], [-4.598, 1.851, 0.971], [5.001, 3.047, 3.893], [4.295, 2.440, 3.228], [3.424, 1.725, 2.369], [3.935, 0.890, 1.376], [3.043, 0.251, 0.536], [1.723, 0.391, 0.622], [1.240, 1.176, 1.579], [2.041, 1.862, 2.474], [4.998, 0.741, 1.274], [3.404, -0.411, -0.236], [0.163, 1.256, 1.637], [1.607, 2.478, 3.246]], "lowdin_spin": [4.128, 0.004, 0.014, 0.035, 0.042, 0.332, 0.009, 0.122, 0.006, 0.005, 0.004, 0.000, 0.000, -0.001, 0.004, 0.038, 0.000, 0.002, 0.000, 0.009, 0.000, 0.001, 0.000, 0.000, 0.000, 0.000, 0.000, 0.000, 0.000, 0.000, 0.001, 0.000, 0.002, 0.001, 0.000, 0.022, 0.007, 0.005, 0.062, 0.079, 0.000, 0.000, 0.000, 0.000, 0.000, 0.000, 0.000, 0.000, 0.001, 0.000, 0.000, 0.001, 0.000, 0.001, 0.004, 0.000, 0.000, 0.000, 0.000, 0.000, 0.000, 0.000, 0.000, 0.000, 0.000, 0.000, 0.001, 0.003, 0.045, 0.005, 0.002, 0.000, 0.000, 0.000, 0.000]}